No. 1
6
Properties=species:S:1:pos:R:3:forces:R:3 method="wB97M-V/def2-TZVPD" homo_lumo_gap_ev="9.13 / 6.14" spin_multiplicity=1 largest_force_ev_per_a=2.6 charge=0 lumo_energy_ev="-0.34 / -2.57" e_above_lowest_kcal_mol=74.3 total_energy_ev=-81959.75716
Br 3.97350 0.85016 -0.48910 -0.1 0.5 0.0
S 2.45741 2.22657 0.13708 0.3 -0.3 -0.1
C 1.53369 -1.28082 -0.07481 1.1 -0.6 -0.2
H 0.58548 -0.70948 0.09901 1.4 -0.6 0.2
H 2.48048 -1.36524 0.59424 -2.4 0.4 -1.0
H 1.66893 -1.77300 -1.07250 -0.3 0.6 1.1

***

No. 2
78
Properties=species:S:1:pos:R:3:forces:R:3 method="wB97M-V/def2-TZVPD" homo_lumo_gap_ev=5.92 spin_multiplicity=1 largest_force_ev_per_a=4.1 charge=-2 lumo_energy_ev=4.17 e_above_lowest_kcal_mol=8.8 total_energy_ev=-89546.84904
K 0.30836 -0.61968 0.44170 -0.2 0.3 0.2
S 3.44623 1.39202 3.94322 0.4 0.1 0.7
F -4.41662 -2.18181 -4.06059 -0.2 -0.3 0.4
F -5.46709 -3.33338 0.42172 0.4 0.4 -1.0
O 2.93870 -3.47606 3.57467 0.3 1.2 -1.0
O 2.46183 1.42651 -0.15563 -0.3 -0.1 -0.2
O 1.04744 -3.01681 -0.59894 -0.9 -0.8 -1.1
O 4.44197 2.42861 0.15335 -0.1 -0.5 0.0
O 1.46556 -2.45367 2.24569 -1.0 0.3 -0.7
N 1.03535 0.95276 3.32621 -2.1 0.1 -0.8
N -0.77562 2.32181 1.64493 -0.5 -0.6 -0.5
N -2.01837 -1.84894 1.82698 -0.6 0.4 -0.5
N 0.63083 0.45573 -2.35587 -0.4 -1.3 0.0
N 3.30427 -0.68418 1.35503 -0.2 -0.2 0.1
N 0.81063 3.67700 0.79912 -0.3 -0.3 0.5
C -4.06582 -1.24826 3.60582 0.7 -0.1 1.0
C 2.60788 -2.63746 2.68059 1.1 -1.3 1.0
C -1.28801 3.03211 0.57134 -0.7 0.9 -0.1
C -4.91584 -2.85968 -1.82121 -1.9 -0.7 -1.4
C -0.64187 4.78792 -0.96515 -1.2 0.0 0.1
C 3.73322 -1.75521 2.02718 -1.1 -0.3 0.3
C 0.49310 1.76595 -2.44511 -0.3 0.4 -0.4
C -0.94495 1.56714 -4.34073 -0.6 0.1 -0.4
C 6.01145 -1.17137 1.65875 0.3 -1.4 0.2
C -3.31308 -1.81475 1.41822 1.0 0.0 0.1
C 3.65520 1.44466 0.18764 0.5 0.3 0.6
C -3.57352 -1.91294 -0.03044 -0.4 -0.1 -0.4
C 5.56717 -0.05696 1.00433 0.8 0.7 -0.5
C -0.03070 -0.36174 -3.19221 0.1 1.9 -1.1
C 1.40383 -2.55308 -2.92696 0.4 0.8 0.5
C 2.68644 2.51789 2.94404 -0.6 0.1 -1.0
C -4.34301 -1.57710 2.30945 -1.4 0.2 -0.5
C 1.99373 -2.49940 -1.50775 -0.1 0.3 0.1
C -4.17113 -2.11366 -2.69819 0.2 0.3 -0.7
C -4.66790 -2.62510 -0.51509 0.4 -0.9 2.5
C -1.75261 -1.52028 3.07885 -0.3 -0.2 1.0
C 0.46283 2.65589 1.70152 1.4 0.6 0.2
C -2.76184 -1.21374 -0.94132 0.3 0.3 1.1
C 1.42553 2.06796 2.67693 -0.5 1.4 -1.2
C -3.18180 -1.28660 -2.25691 0.7 0.1 -0.7
C 5.06789 -2.05676 2.16374 -0.1 0.0 0.2
C 4.20379 0.14980 0.86871 -0.3 0.9 -0.6
C -0.82569 0.18064 -4.26481 1.6 0.8 2.5
C 1.96468 0.51765 4.03784 2.0 -2.5 2.6
C -0.31730 3.92317 0.05438 -1.0 -0.8 0.4
C -2.58187 3.03360 0.06530 -0.4 0.6 -0.4
C -0.30132 2.38748 -3.42489 0.8 -0.8 0.8
C -1.97519 4.84837 -1.41322 1.4 -0.4 -0.2
C -2.93081 3.98187 -0.92356 0.0 -0.9 0.5
C -2.73881 -1.21320 4.02000 -0.5 0.0 -0.7
C 0.05734 -1.83727 -3.04885 -0.4 -0.5 -0.2
H -0.46543 -2.15319 -3.95045 0.0 -0.7 0.1
H -0.72436 -1.53918 3.42606 0.2 -0.1 -0.4
H -2.51794 -0.92668 5.02615 0.4 0.1 0.4
H 1.91115 -0.38626 4.71471 0.0 1.1 -1.1
H -2.59892 -0.75449 -2.98830 -0.2 0.2 -0.4
H 2.19003 -1.47763 -1.20385 0.5 0.4 -0.3
H 1.69879 3.74335 0.35365 1.0 -0.3 0.1
H -5.38793 -1.56639 1.95749 0.7 -0.1 0.1
H 2.92482 -3.06892 -1.48130 0.2 0.0 0.0
H 1.04938 2.30150 -1.67355 -0.1 0.1 -0.3
H -0.55063 -2.12832 -2.18885 -0.2 0.0 0.0
H -1.60877 2.02884 -5.08673 0.3 -0.3 0.2
H 1.30294 -3.59074 -3.18288 -0.4 -0.7 -0.1
H 3.14469 3.34173 2.41716 0.3 -0.1 0.2
H 0.07268 5.42231 -1.39325 1.0 0.9 -0.6
H 2.12681 -2.17347 -3.65908 0.1 0.3 0.2
H 5.28573 -2.98503 2.65644 0.3 -0.2 0.3
H -5.74529 -3.51254 -2.15146 0.6 0.5 0.3
H 6.27282 0.64336 0.56012 -0.3 0.0 0.2
H -1.38491 -0.49832 -4.83581 -0.6 -0.6 -1.0
H 7.06129 -1.47033 1.74532 -0.2 0.5 -0.1
H -0.36986 3.45871 -3.38065 -0.3 0.2 -0.3
H -2.18820 5.44650 -2.28995 -0.1 0.3 0.2
H 1.32333 -3.03410 0.31641 0.6 0.2 0.8
H -3.91574 4.02670 -1.38817 0.1 -0.3 0.4
H -3.28452 2.30371 0.43382 -0.2 -0.1 0.0
H -4.84645 -1.03862 4.32711 -0.1 0.1 -0.1

***

No. 3
91
Properties=species:S:1:pos:R:3:forces:R:3 method="wB97M-V/def2-TZVPD" homo_lumo_gap_ev=9.05 spin_multiplicity=1 largest_force_ev_per_a=1.4 charge=-1 lumo_energy_ev=2.13 total_energy_ev=-50307.22889
O -3.94768 -1.85083 0.71199 -0.4 -0.1 0.2
O 5.20630 0.06583 2.37254 0.0 0.3 -0.3
O -2.22832 2.73358 0.13485 -0.7 -0.1 -0.8
O 0.44523 2.12576 -3.42886 0.0 -0.3 -0.3
O 3.19812 -1.70732 -2.13019 0.1 0.2 -0.1
O 3.24661 -3.54088 1.57579 -0.3 -0.4 0.1
O -1.20846 -3.93567 2.71267 0.0 -0.6 0.3
O -3.40981 0.82239 -3.32774 0.0 0.1 -0.1
O -0.70618 -2.75019 -3.43966 0.0 0.2 -0.1
O -1.05554 0.70620 -1.49408 0.0 0.5 -0.2
O 0.30713 -1.06381 -1.31165 0.1 0.2 -0.6
O -2.32733 1.59024 3.93564 0.4 0.4 -0.2
O 3.59064 -1.72531 3.70935 -0.4 0.6 0.0
O 2.87309 3.39994 0.28054 0.4 0.1 -0.3
O 0.20303 2.50345 3.07597 -0.1 0.0 -0.4
O -1.32287 -3.03349 0.02501 -0.2 -0.4 -0.6
C 4.03976 -0.64806 -2.52479 -0.4 0.6 -0.3
C -1.80693 -4.20047 -0.66444 -0.4 0.2 0.6
C -1.80615 -2.04016 -3.99919 0.5 0.0 0.1
C 2.39229 -1.13314 4.20717 0.1 -0.2 0.6
C -1.90580 3.93207 -0.50471 0.6 1.2 -0.4
C -3.98859 2.10599 -3.15130 0.7 -0.2 -0.2
C -0.25208 -0.02979 -0.86393 -0.1 -1.0 0.9
C -0.07805 3.39424 1.97616 0.4 0.1 0.7
C -3.80406 -0.61422 0.04249 1.4 0.0 -0.4
C 0.86101 1.10658 -4.35144 0.0 0.0 1.1
C -2.98933 1.18736 2.74741 0.3 -0.1 -0.2
C 0.03653 0.27859 0.60284 -0.2 0.4 -0.3
C 2.22287 2.86113 -0.86919 -0.4 -0.5 0.1
C -1.39249 -2.66376 3.29682 -0.2 0.5 -0.9
C 4.43876 0.36511 1.19555 0.1 0.0 -0.3
C 2.03679 -3.10488 0.95222 0.7 0.7 0.4
H -2.28192 -3.89718 -1.59573 0.4 -0.3 -0.3
H -2.22736 4.03459 -1.54641 -0.1 -0.5 0.0
H -0.72903 -2.57849 -0.60565 0.0 0.2 0.4
H -0.79480 0.80676 1.06779 0.1 0.0 -0.1
H 4.94920 1.11164 0.58227 -0.1 0.2 0.2
H -1.30760 -2.69144 4.38085 0.1 -0.4 0.0
H -2.59618 -4.66304 -0.06252 0.1 0.2 0.2
H -1.35459 -3.87113 1.75408 0.3 0.4 0.4
H -4.39235 2.18841 -2.14014 -0.4 0.3 -0.1
H 5.01111 -0.99643 -2.87095 0.0 -0.4 0.4
H -0.82100 4.13189 -0.48897 0.0 -0.2 -0.1
H 4.17549 -0.98635 3.45999 0.1 -0.5 -0.1
H 2.24378 3.45850 -1.78168 0.1 0.3 0.2
H -3.00886 1.94421 1.95423 -0.2 0.1 0.5
H 2.36252 -1.30241 -1.84424 -0.1 -0.4 0.0
H -2.38428 -2.27428 3.04083 0.0 0.1 0.1
H -3.14539 -2.36626 0.54813 0.1 0.2 -0.1
H 0.90367 0.94362 0.60507 0.0 -0.1 0.3
H -1.42410 1.86566 3.68402 -0.4 -0.1 0.3
H 4.15368 0.07846 -1.71360 0.3 0.0 0.0
H 0.55528 0.14299 -3.93502 0.0 -0.1 -0.3
H 1.28033 -2.92654 1.72326 -0.2 0.0 -0.2
H -1.93212 1.99866 -0.44112 0.2 -0.1 0.0
H 0.41859 1.23214 -5.33773 0.1 0.2 -0.1
H -2.26099 -2.68729 -4.74712 -0.2 0.0 0.1
H 4.30199 -0.51409 0.56249 -0.1 -0.2 0.2
H -0.21624 -2.11756 -2.88820 0.0 0.0 0.1
H -4.00170 0.90885 3.02614 -0.1 -0.1 -0.1
H -2.33248 4.80362 0.00397 -0.3 -0.4 0.3
H 2.63260 -0.57359 5.12096 -0.2 0.0 -0.1
H -1.00802 3.10352 1.49530 0.3 -0.2 0.4
H -2.66657 0.74208 -2.71026 0.1 -0.1 -0.1
H -4.42187 0.16480 0.48226 -0.4 -0.3 -0.1
H 2.47037 4.24967 0.47766 0.0 0.0 0.0
H -1.01203 -4.94315 -0.74158 0.0 0.1 -0.5
H 0.73601 3.33908 1.25001 -0.2 0.1 0.1
H 1.18491 2.64286 -0.60224 -0.1 0.0 -0.4
H 3.47651 0.76370 1.50938 0.0 0.0 0.0
H 1.07970 2.70849 3.40648 0.0 -0.1 0.1
H -2.46979 0.34189 2.28639 -0.3 -0.3 0.2
H 2.69325 1.90882 -1.11799 0.1 0.0 0.2
H -1.48215 -1.12699 -4.50800 0.0 0.0 0.0
H -0.18374 4.40340 2.38475 0.1 0.2 -0.3
H 3.63555 -0.07908 -3.37381 -0.2 -0.1 0.0
H 1.70617 -1.93670 4.47722 0.0 0.0 -0.1
H 6.12324 0.23255 2.14688 0.1 -0.2 0.2
H 1.64399 -3.81641 0.22867 0.3 -0.2 0.1
H -2.51700 -1.74727 -3.22278 -0.2 -0.1 -0.1
H 3.32748 -2.99333 2.37722 0.2 -0.2 -0.2
H 2.29259 -2.17665 0.42880 -0.6 0.0 -0.1
H -3.92297 -0.71557 -1.04220 -0.6 0.1 0.1
H -3.25525 2.90741 -3.30926 0.1 -0.1 0.2
H -0.64612 -1.95830 2.90758 0.0 0.1 0.2
H 0.24200 -0.62196 1.17515 0.2 -0.1 -0.1
H -2.77225 -0.24996 0.13813 -0.1 0.0 0.1
H -4.70939 2.24877 -3.95519 -0.4 -0.1 0.3
H -0.01775 1.63909 -2.72270 -0.2 0.3 -0.1
H 1.87523 -0.47193 3.50324 0.2 -0.1 -0.1
H 1.95222 1.10074 -4.37796 0.0 0.1 -0.4

***

No. 4
57
Properties=species:S:1:pos:R:3:forces:R:3 method="wB97M-V/def2-TZVPD" homo_lumo_gap_ev=7.67 smiles="CCOC(=O)c1[nH]c2ccc(OC)cc2c1NC(=S)N1CCN(c2cccc(Cl)c2)CC1" spin_multiplicity=1 largest_force_ev_per_a=0.9 charge=0 lumo_energy_ev=-0.07 e_above_lowest_kcal_mol=1.8 total_energy_ev=-59718.22074
Cl -6.41809 2.27968 -0.29504 -0.1 0.1 -0.1
S 2.18613 -0.51997 3.30190 0.3 0.0 0.5
O 4.10700 2.83643 -2.25812 -0.1 -0.1 0.2
O -0.05960 -4.06643 -1.37394 0.1 0.2 0.2
O 3.97375 2.46859 -0.02912 -0.2 -0.4 -0.1
N 2.42618 0.29008 0.85024 0.1 0.3 0.1
N -2.48541 -0.73746 0.84073 0.0 -0.3 -0.2
N 2.66321 0.47752 -2.72365 0.3 0.4 -0.1
N 0.24896 -0.29204 1.51138 0.3 0.0 -0.1
C 1.94535 -0.66988 -2.61835 -0.2 -0.2 0.4
C 2.93154 0.96508 -1.46258 -0.4 -0.5 0.4
C -0.63970 -0.92396 2.46572 -0.3 -0.5 0.1
C 1.07687 -2.10556 -0.85537 0.0 -0.4 -0.3
C -0.45082 0.60552 0.61291 -0.2 0.2 -0.5
C -0.52977 -5.01524 -2.29988 -0.1 -0.1 -0.1
C -5.14821 0.56873 3.05555 -0.1 0.1 -0.1
C 0.59525 -2.95925 -1.83448 0.1 0.2 0.4
C -1.58210 -0.13610 -0.11537 0.2 0.3 -0.1
C 1.46057 -1.53176 -3.59465 0.0 0.0 0.0
C 0.78100 -2.66182 -3.19556 -0.1 -0.1 -0.1
C -1.75358 -1.64351 1.69736 0.1 0.1 0.3
C 2.35268 0.12661 -0.51874 0.2 0.4 -0.8
C -4.00810 -0.09339 2.64346 0.2 -0.1 0.0
C -5.90474 1.31824 2.17262 -0.1 0.0 0.0
C -3.58195 -0.03490 1.31087 -0.4 0.1 0.1
C 1.73458 -0.93941 -1.24096 0.1 0.0 -0.4
C 1.56519 -0.16439 1.80901 0.0 0.0 0.3
C -5.49135 1.37088 0.85228 0.2 -0.1 0.2
C 3.71887 2.17701 -1.31809 0.2 0.3 -0.1
C 3.80396 4.88103 0.26651 0.1 -0.4 -0.1
C 4.71492 3.66295 0.22532 0.3 0.6 0.0
C -4.36213 0.70940 0.41589 0.0 0.1 0.0
H 3.02216 4.74088 1.00932 -0.1 0.0 0.1
H 0.40150 -3.33058 -3.95102 0.0 -0.1 -0.1
H 0.28493 -5.43122 -2.90092 0.0 0.0 0.0
H -6.78919 1.84214 2.49482 -0.1 0.1 0.0
H -1.30595 -2.40559 1.05061 0.0 0.0 0.1
H 4.38552 5.76141 0.52383 0.0 0.1 0.0
H 3.34490 5.03436 -0.70722 0.0 0.1 -0.1
H 5.19577 3.49740 1.19158 0.0 0.0 -0.1
H 5.47326 3.78204 -0.55521 -0.1 -0.1 0.2
H -1.06864 -0.16876 3.13765 0.1 0.0 0.0
H 0.95543 -2.37092 0.18107 0.0 0.0 0.1
H -1.15642 -0.92892 -0.73790 -0.1 0.1 0.0
H 0.23916 1.03763 -0.10931 -0.1 0.0 0.1
H -0.97589 -5.80904 -1.70287 0.0 0.0 -0.1
H 1.61615 -1.32555 -4.64220 0.0 0.0 -0.1
H -5.44728 0.50850 4.09125 0.0 0.0 0.1
H -4.10774 0.75648 -0.63033 0.0 0.0 -0.1
H -3.44784 -0.64805 3.37820 0.1 0.0 0.0
H -2.10486 0.57000 -0.75632 0.0 -0.1 0.0
H 3.29293 0.67391 1.20460 -0.2 -0.2 0.1
H 3.00633 0.91679 -3.56162 0.0 0.0 0.1
H -0.89589 1.42040 1.20497 0.1 0.0 0.0
H -0.06349 -1.63037 3.06473 -0.1 0.1 -0.1
H -1.29281 -4.59103 -2.96085 0.0 0.0 0.0
H -2.43251 -2.14460 2.38527 0.0 0.0 0.0

***

No. 5
59
Properties=species:S:1:pos:R:3:forces:R:3 method="wB97M-V/def2-TZVPD" homo_lumo_gap_ev="7.26 / 7.48" spin_multiplicity=6 largest_force_ev_per_a=0.5 charge=0 s2=8.757 lumo_energy_ev="-0.47 / -0.52" e_above_lowest_kcal_mol=0.0 total_energy_ev=-98011.49867
I 2.82378 0.49127 0.35193 0.2 0.1 0.0
Mn -0.04356 -0.18627 0.18124 -0.4 0.0 -0.2
S 0.18550 -2.62583 -0.11700 0.0 0.0 0.0
S -0.27753 0.30658 2.59478 0.0 0.0 0.0
O -2.47201 5.20691 -1.24760 0.0 0.0 0.0
O -1.91103 -0.15130 -0.69056 0.2 0.0 0.1
N 1.43787 -2.74741 2.34077 -0.1 0.0 0.0
N -1.11904 -2.28372 2.94822 0.1 0.0 -0.1
N 2.79124 -2.88260 0.63902 0.0 0.0 0.0
N 0.12406 1.84706 -0.81047 -0.1 -0.2 0.1
N -5.01172 1.51655 -0.28543 0.0 0.1 0.0
N -2.75016 -0.86002 2.71851 0.0 0.0 0.1
C -2.70888 0.83963 -0.54656 0.2 0.0 0.0
C 1.48643 -2.77392 1.00356 0.1 0.0 0.0
C -2.93214 4.63397 -0.02137 0.0 -0.1 0.0
C 3.69358 2.75828 -1.41768 0.0 0.1 -0.1
C -4.13087 0.58284 -0.51262 0.0 0.0 0.0
C -3.27663 3.17448 -0.16717 0.0 0.1 0.0
C 2.72639 -2.82274 2.82240 0.0 0.0 0.0
C 3.57359 -2.91831 1.77622 0.0 0.0 -0.1
C -2.28530 2.17928 -0.40961 0.0 0.0 0.0
C -2.30340 -2.98605 2.97730 0.0 0.0 0.1
C 2.56596 2.11632 -0.93908 -0.2 -0.2 0.1
C -3.32190 -2.10946 2.85330 0.0 0.0 -0.1
C -1.40502 -0.98732 2.77513 -0.1 0.0 0.0
C 3.55926 3.82389 -2.29516 0.0 0.0 0.0
C 2.29082 4.21658 -2.69382 0.0 0.0 0.0
C 1.27462 2.51198 -1.29428 0.2 0.1 -0.1
C -4.58676 -0.82980 -0.70675 0.0 0.0 0.0
C -4.58591 2.79547 -0.10188 0.0 -0.1 0.0
C -3.48128 0.39470 2.70440 0.0 0.0 0.0
C 3.27969 -3.01745 -0.72040 0.0 0.0 0.0
C 1.17053 3.56356 -2.21069 -0.1 0.0 0.0
C -0.92738 2.59111 -0.63488 0.1 0.1 0.0
B 0.24000 -2.93571 3.35766 0.0 0.0 0.1
H -0.78323 3.66719 -0.71737 -0.1 0.0 0.0
H 4.27727 -2.58752 -0.78127 0.0 0.0 0.0
H 0.18924 3.85309 -2.56447 0.0 0.0 0.0
H -4.44823 0.24057 2.23238 0.0 0.0 0.0
H 2.16926 5.02736 -3.39969 0.0 0.0 0.0
H 4.64476 -2.99633 1.73045 0.0 0.0 0.0
H -3.62486 0.75684 3.72292 0.0 0.0 0.0
H -3.80658 5.17298 0.35197 0.0 0.0 0.0
H -4.38735 -2.25092 2.83800 0.0 0.0 0.0
H 2.60967 -2.48465 -1.38991 0.0 0.0 0.0
H 0.02992 -4.12366 3.45449 0.0 0.1 0.0
H -2.91508 1.13680 2.14718 0.0 0.0 0.0
H 4.43886 4.32684 -2.67260 0.0 0.0 0.0
H -5.65370 -0.89414 -0.50541 0.0 0.0 0.0
H -5.36018 3.52761 0.09669 0.0 0.0 0.0
H 0.61774 -2.44750 4.39627 0.0 0.0 0.0
H 2.92216 -2.80677 3.87890 0.0 0.0 0.0
H -2.12448 4.78900 0.69446 0.0 0.0 0.0
H -4.02693 -1.50852 -0.06047 0.0 0.0 0.0
H -3.14114 5.03334 -1.91842 0.0 0.0 0.0
H -4.39120 -1.16079 -1.72892 0.0 0.0 0.0
H -2.31105 -4.05365 3.09449 0.0 0.0 0.0
H 4.67501 2.42630 -1.10813 0.0 0.0 0.0
H 3.31212 -4.06651 -1.01363 0.0 0.0 0.0